Record 1
Here is a molecular structure, C6H8N2 in a non-equilibrium geometry from the OMol25 dataset. Energies are from wB97M-V/def2-TZVPD.

- ΔE to the lowest compared entry with this formula, charge and spin: 679.49 kJ/mol
- Total charge: 0
- Multiplicity: 1
- LUMO energy: 0.0169 Ha
- Kohn-Sham gap: 9.3 eV
- F_max: 0.1186 hartree/bohr

Last column: Löwdin charge in e.
Positions of all 16 atoms, in Å:
C 1.86550 0.67838 0.26612  -0.293
C 0.26074 0.35308 -0.14902  -0.270
C -0.81939 1.28537 -0.08310  -0.067
C -2.06960 0.76471 -0.05457  -0.109
C -2.26898 -0.61134 0.35578  -0.024
C -1.08935 -1.35298 -0.09720  -0.148
H 1.81876 -1.88531 0.18216  0.262
H 3.08182 -0.40627 -1.16733  0.136
H 2.01121 1.19049 1.30602  0.105
H 2.16864 1.54731 -0.44177  0.088
H -0.66163 2.38997 -0.44219  0.147
H -2.98836 1.32292 0.23278  0.115
H -3.11152 -1.30190 0.36777  0.091
H -1.21700 -2.50230 -0.35782  0.136
N 2.85902 -0.54716 0.15463  -0.162
N 0.16013 -0.92496 -0.07228  -0.006



Record 2
Here is 3 unconnected molecules or ions with the total composition C2H9NO4 in a non-equilibrium geometry from the OMol25 dataset. Energies are from wB97M-V/def2-TZVPD.

- ΔE to the lowest compared entry with this formula, charge and spin: 51.08 kJ/mol
- Total charge: 0
- Multiplicity: 1
- LUMO energy: 0.0239 Ha
- Kohn-Sham gap: 10.5 eV
- SMILES: CNC(=O)O.O.O
- F_max: 0.0388 hartree/bohr

Last column: Löwdin charge in e.
Positions of all 16 atoms, in Å:
C 1.96303 -1.07776 0.05413  -0.090
N 1.79112 -1.21524 1.48564  0.035
C 2.79100 -0.85776 2.34469  -0.620
O 2.79939 -1.16119 3.51808  0.073
O 3.71442 -0.05167 1.77728  0.109
H 2.99497 -1.24862 -0.22575  0.080
H 1.66587 -0.15843 -0.45914  0.082
H 1.40912 -1.89625 -0.42014  0.084
H 0.91979 -1.48409 1.87688  0.134
H 4.52576 -0.16366 2.25664  0.113
O -6.36363 0.10242 0.04833  -0.044
H -6.83897 -0.01158 0.86875  0.030
H -6.92438 0.36026 -0.66155  0.013
O -1.26322 3.30256 -4.07554  -0.065
H -0.98102 2.38226 -4.11584  0.030
H -2.20326 3.17876 -4.27247  0.036



- Number 2 is which compound?
  C2H9NO4